Record 1
Entry from the OMol25 dataset: a structure of composition C28H46AsCoGeN4OS (the ωB97M-V functional and the def2-TZVPD basis).

The geometry in XYZ format:
```
83
Properties=species:S:1:pos:R:3:forces:R:3
Co -3.433819 -1.403319 -0.075976 -0.2 -0.1 0.0
C 7.436817 -2.981549 0.028919 0.0 0.0 0.0
C 6.330917 -1.934812 0.024624 0.0 0.0 0.0
C 6.246636 -1.179019 1.344130 0.0 0.0 0.0
C 5.104391 -0.158103 1.406236 0.0 0.0 -0.1
Ge 4.986103 1.105965 -0.055687 0.2 0.1 0.0
C 4.891700 3.013179 0.257327 -0.1 -0.1 0.0
C 6.244587 3.533539 0.761053 0.0 0.0 0.0
C 7.375217 3.174815 -0.197540 0.0 0.0 0.0
C 7.468961 1.674713 -0.425029 0.0 0.0 0.0
H 7.484924 -3.510180 -0.921496 0.0 0.0 0.0
H 7.269444 -3.719647 0.813969 0.0 0.0 0.0
H 8.410699 -2.523485 0.206643 0.0 0.0 0.0
H 5.366094 -2.408946 -0.184899 0.0 0.0 0.0
H 6.508152 -1.229916 -0.800375 0.0 0.0 0.0
H 7.200560 -0.688456 1.552184 0.0 0.0 0.0
H 6.101455 -1.888454 2.161755 0.0 0.0 0.0
H 5.113976 0.419801 2.331627 0.0 0.0 0.0
H 4.143544 -0.684732 1.359441 0.0 0.0 0.0
H 4.477896 0.600449 -1.406436 0.0 0.0 0.0
H 4.101985 3.186606 0.992629 0.0 0.0 0.0
H 4.597071 3.502306 -0.672220 0.0 0.0 0.0
H 6.462471 3.118932 1.749693 0.0 0.0 0.0
H 6.180723 4.614547 0.883575 0.0 0.0 0.0
H 8.326990 3.513510 0.212290 0.0 0.0 0.0
H 7.245728 3.687954 -1.152433 0.0 0.0 0.0
H 7.523413 1.105307 0.506395 0.0 0.0 0.0
H 8.340479 1.374908 -1.011510 0.0 0.0 0.0
H 6.676487 1.276143 -1.123889 0.0 0.0 0.0
C -6.568874 -1.876979 1.800322 0.0 0.0 0.0
As -5.881866 -1.021966 0.207960 0.0 0.0 0.0
C -6.483165 0.805631 0.396793 0.0 0.0 0.0
C -7.018941 -1.720788 -1.193801 0.0 0.0 0.0
H -7.636480 -1.679682 1.883959 0.0 0.0 0.0
H -6.054982 -1.486352 2.676363 0.0 0.0 0.0
H -6.404109 -2.951136 1.741042 0.0 0.0 0.0
H -7.567575 0.818701 0.495392 0.0 0.0 0.0
H -6.194626 1.383598 -0.479590 0.0 0.0 0.0
H -6.034450 1.240899 1.288037 0.0 0.0 0.0
H -8.061566 -1.577841 -0.914098 0.0 0.0 0.0
H -6.828563 -2.784294 -1.328350 0.0 0.0 0.0
H -6.825196 -1.197946 -2.128815 0.0 0.0 0.0
N -2.358807 0.202109 0.054614 0.1 0.0 0.1
S -2.729130 1.687565 -0.465977 -0.1 -0.1 0.0
C -1.314110 2.271029 -1.386699 0.0 0.0 0.0
C -0.383952 1.364129 -1.866908 0.0 0.0 0.0
C 0.653028 1.830678 -2.665875 0.0 0.0 0.0
C 0.741129 3.179222 -2.977865 0.0 0.0 0.0
C -0.204665 4.074984 -2.491836 0.0 0.0 0.0
C -1.243098 3.625104 -1.693780 0.0 0.0 0.0
C -2.736248 2.790398 0.917170 0.0 0.1 0.0
C -3.930943 3.438333 1.200424 0.0 0.0 0.0
C -3.988961 4.294437 2.292523 0.0 0.0 0.0
C -2.864816 4.483368 3.080957 0.0 0.0 0.0
C -1.670202 3.832300 2.781956 0.0 0.0 0.0
C -1.597107 2.986670 1.690888 0.0 0.0 0.0
H -1.530314 0.188306 0.642985 0.0 0.0 0.0
H -0.475936 0.310227 -1.641703 0.0 0.0 0.0
H 1.373874 1.130433 -3.067353 0.0 0.0 0.0
H 1.536965 3.536291 -3.617739 0.0 0.0 0.0
H -0.140675 5.124768 -2.743247 0.0 0.0 0.0
H -1.982116 4.321297 -1.317214 0.0 0.0 0.0
H -4.797486 3.295119 0.568089 0.0 0.0 0.0
H -4.908489 4.815816 2.520078 0.0 0.0 0.0
H -2.911712 5.150319 3.931163 0.0 0.0 0.0
H -0.797527 3.997769 3.398641 0.0 0.0 0.0
H -0.664047 2.497911 1.434630 0.0 0.0 0.0
C -2.486934 -5.683027 1.624863 0.0 0.0 0.0
N -2.749760 -5.147612 0.278903 0.0 0.0 0.0
C -2.858953 -5.952119 -0.818887 0.0 0.0 0.0
C -3.131995 -5.455298 -2.042802 0.0 0.0 0.0
C -3.308338 -4.045899 -2.165242 0.0 -0.1 0.0
N -3.190647 -3.264909 -1.084497 0.0 0.0 -0.1
C -2.922610 -3.811032 0.130899 0.0 0.0 0.0
O -2.866752 -3.018418 1.103440 0.0 0.0 0.0
N -3.588535 -3.488942 -3.337165 0.0 0.0 0.0
H -2.323016 -6.752799 1.541668 0.0 0.0 0.0
H -3.339811 -5.488244 2.270145 0.0 0.0 0.0
H -1.604987 -5.203962 2.040517 0.0 0.0 0.0
H -2.716020 -7.009036 -0.642219 0.0 0.0 0.0
H -3.216116 -6.107526 -2.898236 0.0 0.0 0.0
H -3.690065 -4.050319 -4.166543 0.0 0.0 0.0
H -3.703299 -2.493363 -3.423003 0.0 0.0 0.0
```
Positions in Å, forces in eV/Å.

Properties
Frontier orbital gap (alpha / beta): 8.935 / 8.626 eV
Lowest unoccupied orbital energy (alpha / beta): -7.1828 / -7.4886 eV
Total charge: +3
Multiplicity: 4
Expectation value of S²: 3.758
HOMO level (alpha / beta): -16.12 / -16.11 eV


Record 2
Entry from the OMol25 dataset: a structure of composition C28H46BrCaN3P2S (the ωB97M-V functional and the def2-TZVPD basis).

The geometry in XYZ format:
```
82
Properties=species:S:1:pos:R:3:forces:R:3
N -5.197083 4.655146 -3.168026 -0.9 -0.2 -0.2
C -5.058691 5.229733 -1.983682 0.7 0.1 0.2
C -3.891601 5.111613 -1.221372 0.4 -0.2 -0.3
C -2.825039 4.320108 -1.737514 -1.0 -0.6 0.9
C -3.049799 3.672055 -2.976102 -0.2 0.1 0.1
C -4.255127 3.857863 -3.642790 0.7 0.2 0.4
C -1.513567 4.133492 -1.088940 0.0 0.0 -1.4
Ca 0.662256 2.946774 0.422415 0.8 -1.6 0.9
P 4.226931 0.282996 0.296589 2.7 -1.7 -0.1
C -0.661539 3.090809 -1.518678 -1.8 0.1 -0.5
C -1.178706 1.695165 -1.573064 -1.0 0.0 -1.1
C -0.891181 0.800649 -2.608615 0.3 0.4 0.0
C -1.047587 -0.559203 -2.399988 -0.1 -0.6 0.4
C -1.764350 -1.074418 -1.293764 0.1 1.4 0.0
C -2.420558 -0.101089 -0.506818 -0.4 -0.4 0.0
C -2.062133 1.226581 -0.583753 -0.2 0.7 -0.2
Br 0.704055 -0.253697 0.382006 0.3 1.6 0.4
H -1.190117 4.928323 -0.397352 0.2 0.3 -0.8
H 0.202881 3.331020 -2.155630 0.5 0.1 1.0
H -3.832084 5.656166 -0.278821 0.2 -0.3 -0.2
H -2.306660 3.039142 -3.447315 0.0 0.2 0.2
H -5.900698 5.826825 -1.637683 0.2 -0.1 0.0
H -4.435671 3.374269 -4.596293 0.0 0.1 0.0
H -0.537207 1.220102 -3.555138 0.4 -0.5 0.3
H -2.472258 1.973781 0.104985 0.0 -0.5 -0.1
H -0.518717 -1.240625 -3.048417 -0.2 0.1 -0.2
H -3.210983 -0.360900 0.189093 0.3 -0.2 0.2
P -1.443779 -2.751094 -0.684830 0.0 -0.6 0.2
C 3.656777 1.989837 0.512727 -0.1 0.2 0.1
C 4.908308 2.818717 0.142485 0.0 0.6 0.0
H 3.366343 2.151302 1.563427 0.0 0.0 -0.1
H 2.810899 2.187855 -0.182306 0.2 0.1 0.0
H 4.799054 3.859890 0.456392 0.0 0.1 -0.1
H 5.822751 2.420316 0.611785 -0.6 0.1 -0.1
H 5.095763 2.801779 -0.939112 -0.1 0.0 0.2
C 3.694681 -0.267096 -1.350048 -0.6 0.1 -0.1
C 4.511714 -1.464407 -1.855430 0.0 0.2 -0.1
H 3.815060 0.591096 -2.025260 0.0 -0.2 0.0
H 2.619511 -0.481252 -1.241723 0.3 -0.1 -0.6
H 4.185815 -1.729972 -2.866550 0.0 -0.1 0.2
H 5.579651 -1.216955 -1.908836 -0.3 -0.1 0.1
H 4.402465 -2.349315 -1.216277 0.0 0.2 -0.1
C 3.618081 -1.014195 1.446331 -0.8 0.4 0.4
C 4.639754 -1.371818 2.532258 -0.1 0.1 -0.2
H 3.326911 -1.921574 0.884059 0.0 0.6 0.1
H 2.697047 -0.570226 1.852150 0.2 -0.7 0.3
H 4.261726 -2.188832 3.158036 0.1 0.1 -0.1
H 5.590322 -1.694276 2.086522 -0.2 0.2 0.2
H 4.825318 -0.506573 3.178712 0.1 -0.2 -0.1
C -1.196216 -2.864732 1.113346 0.4 1.0 0.5
C -0.727827 -4.189307 1.726581 -0.2 -0.5 -0.5
H -2.138469 -2.547991 1.564146 0.1 0.1 0.1
H -0.440898 -2.091979 1.323758 -0.5 -0.2 0.1
H -1.499771 -4.963138 1.636430 0.2 0.1 0.0
H 0.177958 -4.555679 1.226283 -0.2 0.0 0.3
H -0.508919 -4.086227 2.800818 -0.1 0.2 -0.5
C 0.088819 -3.243292 -1.468490 0.4 -0.1 -0.1
C -0.051230 -3.755562 -2.905634 0.2 -0.3 -0.2
H 0.547272 -4.003264 -0.824036 -0.2 0.0 -0.2
H 0.738412 -2.357915 -1.361080 -0.1 -0.3 -0.2
H -0.753884 -4.602755 -2.953409 0.3 0.3 -0.1
H -0.380249 -2.982113 -3.610894 0.0 -0.4 0.2
H 0.929745 -4.108031 -3.257335 -0.4 0.1 0.1
C -2.808307 -3.909228 -0.926103 0.4 -0.1 -0.7
C -4.070987 -3.313857 -0.329615 -0.4 -0.1 0.1
H -2.507641 -4.834633 -0.407084 -0.1 0.2 -0.2
H -2.913922 -4.140080 -1.993591 -0.1 0.1 0.2
H -4.317580 -2.341195 -0.771791 0.0 -0.2 0.1
H -4.906918 -3.994675 -0.503500 0.0 0.2 0.1
H -3.943941 -3.204352 0.750179 -0.3 0.1 -0.1
S -1.200855 3.057130 2.367500 0.3 -0.3 0.0
C -0.566022 1.683274 3.172708 0.5 -0.4 0.9
N 0.739154 1.503721 3.530278 -1.0 1.1 -0.5
C 0.858769 0.533545 4.602410 0.7 -0.6 0.3
C -0.550992 -0.073898 4.693478 -0.2 -0.6 0.2
N -1.300981 0.697516 3.710604 -0.2 1.2 -0.6
H 1.417102 2.255513 3.408768 -0.5 -0.4 0.3
H 1.167311 0.994200 5.549018 -0.1 0.1 -0.3
H 1.612563 -0.206991 4.330151 -0.1 -0.1 0.1
H -0.984966 0.033819 5.702002 0.1 -0.1 -0.5
H -0.552984 -1.129564 4.400384 0.0 0.2 0.2
H -2.312471 0.665876 3.573849 0.7 0.0 0.2
```
Positions in Å, forces in eV/Å.

Properties
Frontier orbital gap: 4.482 eV
Lowest unoccupied orbital energy: -7.2955 eV
Total charge: +2
Multiplicity: 1
HOMO level: -11.78 eV


Record 3
Entry from the OMol25 dataset: a structure of composition C28H46HfN5O4P2S3 (the ωB97M-V functional and the def2-TZVPD basis).

The geometry in XYZ format:
```
89
Properties=species:S:1:pos:R:3:forces:R:3
Hf 0.432736 -0.643786 0.051000 0.9 1.3 3.5
O -1.225860 1.901137 2.896116 1.5 -1.2 -1.1
C -0.297747 1.216494 2.452672 -1.1 1.2 1.1
O -0.508521 0.190019 1.614302 0.0 0.2 0.2
C 1.168315 1.531128 2.774047 0.8 -0.5 -0.3
P 2.061597 1.500738 1.102936 -0.8 -0.3 0.6
C 3.840817 1.326795 1.320427 0.7 -0.2 -0.1
C 4.423695 0.106063 1.720657 0.0 0.2 0.2
C 5.812204 -0.057858 1.723447 -0.3 0.8 -0.3
C 6.642188 1.017186 1.364215 -1.2 -0.1 0.0
C 6.052403 2.222818 0.968309 0.8 0.2 0.0
C 4.679603 2.372591 0.915708 -0.7 0.1 0.1
C 1.751729 3.096627 0.329048 -0.5 0.6 0.1
C 1.178055 4.133550 1.087673 0.7 -0.1 -1.4
C 0.977441 5.364964 0.460003 -0.4 0.2 0.4
C 1.162652 5.551264 -0.911088 0.0 -0.3 0.2
C 1.683056 4.486944 -1.656721 0.3 0.2 0.1
C 2.021561 3.290956 -1.046629 -0.6 -0.2 1.2
H 1.669232 0.679976 3.318368 -0.7 0.7 -0.4
H 1.301663 2.457973 3.367881 -0.2 -0.7 -0.4
H 3.785223 -0.697079 2.090668 0.2 0.1 -0.2
H 6.245853 -1.011359 1.972136 0.0 -0.1 0.3
H 7.707666 0.900261 1.410287 0.3 0.1 -0.1
H 6.670090 3.087565 0.707664 -0.1 -0.4 0.1
H 4.220567 3.310496 0.584976 0.4 -0.3 0.1
H 0.902673 3.997031 2.118994 0.1 0.1 0.2
H 0.677318 6.178026 1.116794 -0.2 0.1 -0.4
H 0.887487 6.498566 -1.392816 0.4 -0.4 0.3
H 1.910384 4.610426 -2.702735 -0.1 0.1 -0.2
H 2.438590 2.457116 -1.592623 0.2 0.1 -0.3
C 4.178706 -2.246400 -1.943600 0.4 0.2 -0.2
C 3.243846 -1.450581 -1.149906 -1.4 0.3 1.2
N 2.422207 -0.907978 -0.516797 3.5 -2.1 -2.6
H 4.800785 -1.549152 -2.539591 -0.2 -0.4 0.3
H 3.627610 -2.907370 -2.640851 0.1 0.4 0.4
H 4.829034 -2.886585 -1.309164 -0.4 0.6 -0.2
N -3.886764 3.501324 0.614179 0.2 0.0 -0.7
C -3.054576 4.033994 -0.540592 0.2 0.3 -0.3
C -2.225423 2.888864 -1.116946 0.1 -0.2 -1.2
N -1.583158 2.054857 -0.119091 -0.3 -0.1 -0.3
H -4.295659 4.253673 1.166715 -0.3 -0.1 0.0
H -3.255146 2.958638 1.208093 -0.2 -0.1 0.3
H -4.595956 2.849436 0.246841 0.0 0.4 0.4
H -2.404967 4.837304 -0.139789 -0.5 -0.4 -0.1
H -3.733092 4.437455 -1.317149 0.4 -0.1 0.6
H -1.455620 3.319775 -1.785649 -0.4 0.1 0.3
H -2.851239 2.261131 -1.807014 0.3 0.4 0.7
H -1.861537 1.087353 -0.244422 -0.3 0.4 0.5
H -1.666246 2.369079 0.840347 0.3 -0.4 -0.1
C 0.639554 -5.319745 1.621508 -0.1 0.0 0.3
N 0.572797 -4.605948 2.896964 0.4 1.2 0.4
C 0.231469 -5.260161 4.187466 0.0 -1.6 -0.4
C 0.479679 -4.188662 5.245292 -0.1 -0.5 0.9
N 0.966506 -3.092090 4.434828 0.4 1.6 -0.5
C 1.023556 -3.335710 3.117854 -0.8 -2.5 0.8
S 1.781251 -2.361281 1.940861 -0.1 0.7 -0.6
H 1.466665 -6.058143 1.614779 -0.3 0.6 0.0
H 0.760981 -4.544372 0.847654 0.1 -0.7 0.2
H -0.293613 -5.882799 1.471300 0.2 0.3 0.0
H 0.873468 -6.170722 4.348754 -0.5 0.9 -0.3
H -0.819027 -5.616537 4.177868 0.6 0.3 -0.1
H 1.208333 -4.504247 6.029741 -0.3 0.3 -0.8
H -0.448705 -3.952266 5.786332 0.3 0.2 -0.3
H 1.247199 -2.183521 4.803950 -0.1 -0.6 -0.2
C -1.965923 -0.134863 -5.089950 0.3 0.6 0.6
C -2.109982 -1.610681 -4.867827 0.4 -0.4 -0.4
C -3.521151 -2.124934 -4.986878 0.1 -0.4 0.3
O -1.551301 -2.016203 -3.514769 0.0 0.1 0.9
P -1.311562 -1.312853 -2.151502 -0.7 0.0 -0.4
S -0.587895 -2.676258 -0.770232 -0.7 -0.6 -1.2
S 0.078346 0.201501 -2.235503 -1.0 -0.1 -0.6
O -2.648641 -0.671644 -1.522030 0.6 -0.5 -0.5
C -3.858203 -1.544879 -1.166516 0.7 -0.1 0.0
C -3.689564 -1.976396 0.279729 -0.3 0.6 0.4
C -5.088464 -0.684355 -1.374101 0.1 -0.1 -0.3
H -2.431514 0.109951 -6.043309 0.2 0.0 -0.1
H -0.903203 0.202295 -5.086377 -0.9 -0.2 -0.1
H -2.548115 0.406179 -4.311986 0.4 -0.1 -0.4
H -1.444935 -2.189364 -5.524940 -0.2 0.3 0.2
H -4.218788 -1.536403 -4.387095 0.0 0.0 -0.1
H -3.564108 -3.175115 -4.673319 -0.1 0.2 -0.1
H -3.829601 -2.089987 -6.036566 0.0 0.1 0.2
H -3.799496 -2.403294 -1.859248 -0.2 0.4 0.2
H -3.566792 -1.066634 0.918822 -0.1 -0.6 -0.4
H -2.825315 -2.618928 0.437156 -0.3 0.0 0.0
H -4.605869 -2.491222 0.610479 0.3 0.1 -0.1
H -5.239005 -0.065128 -0.473492 0.0 0.0 -0.5
H -5.952492 -1.354906 -1.462778 0.1 0.2 0.0
H -5.012014 -0.081118 -2.304246 -0.1 -0.3 0.7
```
Positions in Å, forces in eV/Å.

Properties
Frontier orbital gap: 6.962 eV
Lowest unoccupied orbital energy: -8.4651 eV
Total charge: +3
Multiplicity: 1
HOMO level: -15.43 eV


| no. | E (eV) | maximum force (eV Å⁻¹) |
| --- | --- | --- |
| 1 | -203584.1646 | 0.24 |
| 2 | -152132.8089 | 3.19 |
| 3 | -97796.1458 | 4.83 |